(1)
{
  "formula": "C24H46Cl2NO16",
  "method": "wB97M-V/def2-TZVPD",
  "e_lumo_ev": 2.085,
  "charge": -1,
  "homo_ev": -2.22,
  "total_energy_ev": -84928.9307,
  "species": ["C", "C", "Cl", "C", "Cl", "C", "N", "O", "H", "H", "H", "H", "H", "H", "C", "C", "O", "C", "O", "O", "C", "H", "H", "H", "H", "H", "H", "H", "H", "C", "C", "O", "C", "O", "O", "C", "H", "H", "H", "H", "H", "H", "H", "H", "C", "C", "O", "C", "O", "O", "C", "H", "H", "H", "H", "H", "H", "H", "H", "C", "C", "O", "C", "O", "O", "C", "H", "H", "H", "H", "H", "H", "H", "H", "C", "C", "O", "C", "O", "O", "C", "H", "H", "H", "H", "H", "H", "H", "H"],
  "positions_angstrom": [[3.433, 2.325, 1.176], [3.048, 1.271, 2.189], [4.387, 0.498, 3.108], [1.773, 0.943, 2.372], [1.355, -0.344, 3.597], [0.741, 1.649, 1.543], [0.577, 3.018, 2.091], [-0.556, 0.985, 1.669], [4.497, 2.545, 1.311], [2.847, 3.215, 1.420], [3.210, 2.009, 0.154], [-0.398, 3.251, 1.953], [0.810, 3.067, 3.083], [-0.880, 0.831, 0.780], [-2.231, -2.322, 1.533], [-3.668, -2.340, 1.060], [-3.765, -2.095, -0.355], [-3.437, -3.113, -1.144], [-3.093, -4.211, -0.796], [-3.542, -2.696, -2.415], [-3.117, -3.659, -3.377], [-1.726, -1.396, 1.256], [-2.190, -2.427, 2.617], [-1.658, -3.135, 1.087], [-4.221, -1.537, 1.545], [-4.168, -3.276, 1.315], [-3.634, -4.607, -3.242], [-2.039, -3.801, -3.313], [-3.361, -3.261, -4.360], [3.594, -2.881, 2.719], [4.583, -2.562, 1.634], [5.754, -3.411, 1.706], [5.593, -4.654, 1.261], [4.589, -5.128, 0.798], [6.753, -5.317, 1.429], [6.681, -6.698, 1.084], [4.067, -2.834, 3.703], [2.789, -2.156, 2.679], [3.184, -3.887, 2.610], [4.929, -1.541, 1.768], [4.135, -2.623, 0.642], [6.304, -6.832, 0.072], [6.052, -7.230, 1.798], [7.692, -7.096, 1.140], [8.062, -3.752, 3.768], [7.905, -2.934, 5.032], [9.169, -2.708, 5.686], [9.954, -1.793, 5.127], [9.708, -1.134, 4.153], [11.090, -1.734, 5.838], [12.069, -0.855, 5.289], [8.587, -4.686, 3.982], [7.094, -3.983, 3.334], [8.649, -3.220, 3.021], [7.291, -3.480, 5.747], [7.406, -1.984, 4.837], [11.661, 0.142, 5.134], [12.451, -1.259, 4.352], [12.886, -0.794, 6.005], [-5.297, -0.020, -2.617], [-5.492, 1.074, -1.589], [-4.340, 1.923, -1.491], [-4.180, 2.801, -2.473], [-4.913, 2.959, -3.420], [-3.055, 3.477, -2.240], [-2.696, 4.396, -3.270], [-4.390, -0.584, -2.407], [-6.148, -0.704, -2.616], [-5.193, 0.394, -3.620], [-5.622, 0.629, -0.604], [-6.383, 1.670, -1.795], [-3.511, 5.083, -3.487], [-2.405, 3.853, -4.169], [-1.842, 4.963, -2.909], [-9.522, 7.977, -4.895], [-10.403, 6.808, -5.282], [-9.651, 5.763, -5.910], [-8.912, 5.012, -5.084], [-8.847, 5.130, -3.888], [-8.256, 4.118, -5.819], [-7.340, 3.300, -5.073], [-8.964, 8.337, -5.761], [-10.124, 8.794, -4.496], [-8.793, 7.687, -4.139], [-11.139, 7.132, -6.017], [-10.952, 6.416, -4.425], [-7.840, 2.813, -4.238], [-6.507, 3.897, -4.721], [-6.962, 2.537, -5.749]],
  "forces_ev_per_angstrom": [[0.49, -0.16, 0.96], [0.97, -0.28, -0.07], [-0.51, 0.68, -0.20], [-1.08, 0.13, -0.72], [-0.17, 0.58, -0.48], [-0.11, -0.71, 1.22], [0.38, 0.03, -0.37], [-0.03, -0.23, 0.12], [-0.10, 0.03, -0.26], [0.12, 0.04, -0.40], [-0.08, -0.02, 0.09], [0.06, 0.16, 0.14], [-0.41, -0.05, 0.09], [0.29, 0.11, 0.01], [0.25, -0.10, -0.27], [0.23, -0.01, 0.59], [-0.22, -0.03, -0.13], [0.14, 0.20, 0.17], [-0.11, -0.05, -0.08], [0.02, -0.21, -0.01], [0.06, -0.07, -0.25], [-0.12, 0.11, 0.19], [0.00, 0.06, 0.00], [-0.10, -0.10, 0.07], [-0.06, 0.11, -0.28], [0.07, -0.07, -0.21], [0.08, -0.01, 0.11], [-0.03, -0.12, 0.07], [-0.06, 0.17, 0.10], [0.06, -0.54, 0.08], [-0.36, 0.32, -0.04], [0.08, -0.30, -0.39], [-0.09, 0.37, 0.16], [0.04, -0.13, -0.10], [-0.06, 0.02, -0.14], [0.11, -0.21, -0.02], [0.00, 0.22, -0.02], [-0.07, 0.02, 0.10], [-0.05, 0.05, -0.13], [0.34, -0.19, -0.04], [0.07, -0.25, 0.01], [-0.12, 0.02, 0.06], [-0.10, 0.00, -0.11], [0.05, 0.18, 0.07], [0.37, -0.05, 0.10], [-0.41, -0.15, -0.36], [0.04, 0.07, 0.17], [-0.12, -0.18, 0.01], [0.07, 0.06, 0.03], [0.02, 0.02, 0.03], [0.20, 0.12, 0.00], [-0.10, -0.03, 0.09], [0.13, 0.10, 0.19], [-0.12, 0.09, -0.02], [0.22, 0.04, 0.19], [0.18, 0.07, -0.04], [-0.06, -0.06, -0.11], [-0.08, 0.10, -0.06], [-0.11, -0.14, 0.10], [0.29, 0.15, -0.25], [-0.41, -0.37, -0.10], [-0.06, 0.09, 0.07], [0.18, -0.15, 0.12], [0.08, 0.00, 0.08], [-0.10, 0.04, -0.04], [0.16, 0.20, -0.11], [-0.18, 0.01, 0.11], [0.02, -0.01, 0.08], [-0.14, 0.08, 0.03], [0.23, 0.14, 0.07], [0.12, 0.13, -0.10], [-0.06, -0.10, -0.05], [-0.12, 0.03, -0.04], [-0.01, -0.14, 0.17], [0.27, -0.05, 0.05], [-0.16, 0.37, 0.17], [-0.11, -0.05, -0.05], [0.16, -0.08, -0.11], [-0.11, 0.03, 0.00], [-0.14, -0.02, -0.02], [0.17, -0.13, 0.02], [-0.12, 0.05, -0.05], [-0.03, -0.01, -0.04], [-0.09, -0.04, 0.06], [0.09, -0.19, -0.15], [0.16, -0.09, 0.05], [0.00, 0.14, 0.06], [-0.08, 0.00, 0.12], [-0.12, 0.12, -0.16]]
}

=====

(2)
{
  "formula": "C24H46N5O",
  "method": "wB97M-V/def2-TZVPD",
  "e_lumo_ev": -2.419,
  "charge": 1,
  "homo_ev": -12.73,
  "total_energy_ev": -35125.4936,
  "species": ["O", "C", "C", "C", "C", "C", "C", "C", "C", "N", "H", "H", "H", "H", "H", "H", "H", "H", "H", "H", "H", "H", "H", "H", "H", "H", "H", "H", "C", "C", "C", "C", "N", "H", "H", "H", "H", "H", "H", "H", "C", "C", "C", "C", "N", "H", "H", "H", "H", "H", "H", "H", "C", "C", "C", "C", "N", "H", "H", "H", "H", "H", "H", "H", "C", "C", "C", "C", "N", "H", "H", "H", "H", "H", "H", "H"],
  "positions_angstrom": [[3.459, -2.667, 0.230], [2.159, -2.843, -0.291], [1.964, -1.789, -1.364], [1.344, -0.482, -0.876], [0.065, -0.632, -0.054], [-1.072, -1.280, -0.793], [-2.418, -1.265, -0.081], [-3.255, -2.261, -0.946], [-2.234, -2.954, -1.878], [-0.980, -2.727, -1.082], [3.498, -3.155, 1.063], [1.430, -2.776, 0.507], [2.126, -3.825, -0.763], [2.939, -1.559, -1.762], [1.401, -2.174, -2.215], [1.130, 0.201, -1.688], [2.062, -0.004, -0.225], [-0.274, 0.366, 0.192], [0.249, -1.102, 0.904], [-1.218, -0.683, -1.686], [-2.347, -1.668, 0.924], [-2.893, -0.307, -0.012], [-4.034, -1.785, -1.514], [-3.752, -3.018, -0.358], [-2.446, -3.976, -2.127], [-2.144, -2.305, -2.730], [-0.130, -3.103, -1.499], [-1.152, -3.188, -0.186], [-6.506, 3.549, 0.929], [-6.663, 2.254, 1.720], [-5.435, 1.342, 1.621], [-5.186, 0.951, 0.228], [-4.993, 0.666, -0.863], [-6.392, 3.354, -0.138], [-7.386, 4.178, 1.053], [-5.637, 4.114, 1.269], [-7.545, 1.718, 1.365], [-6.835, 2.491, 2.771], [-5.583, 0.437, 2.211], [-4.548, 1.852, 2.000], [-2.083, 1.882, -3.517], [-1.478, 2.000, -4.912], [-0.273, 1.074, -5.118], [0.800, 1.398, -4.171], [1.627, 1.650, -3.424], [-1.369, 2.178, -2.745], [-2.953, 2.530, -3.420], [-2.407, 0.857, -3.313], [-1.178, 3.033, -5.090], [-2.237, 1.755, -5.656], [0.121, 1.173, -6.129], [-0.564, 0.032, -4.972], [4.768, -4.581, 5.454], [4.757, -3.110, 5.053], [3.349, -2.585, 4.745], [2.749, -3.323, 3.629], [2.280, -3.910, 2.766], [4.405, -5.220, 4.647], [5.780, -4.902, 5.694], [4.143, -4.753, 6.333], [5.397, -2.968, 4.180], [5.180, -2.511, 5.860], [3.385, -1.529, 4.477], [2.701, -2.689, 5.615], [4.095, 5.227, -0.515], [4.322, 3.833, 0.059], [3.045, 2.986, 0.088], [2.015, 3.611, 0.925], [1.212, 4.098, 1.577], [3.394, 5.800, 0.094], [5.031, 5.783, -0.547], [3.699, 5.172, -1.531], [4.726, 3.920, 1.069], [5.071, 3.313, -0.542], [3.257, 1.995, 0.491], [2.644, 2.861, -0.920]],
  "forces_ev_per_angstrom": [[0.03, 0.17, 0.40], [0.79, -0.05, -0.60], [-0.42, 0.49, 0.02], [-0.21, -0.33, 0.58], [0.39, -0.20, -0.08], [-0.27, 1.73, 1.26], [-0.60, -1.11, -0.51], [0.02, -0.43, 0.07], [-0.61, 1.32, 0.70], [-0.33, -0.95, -0.49], [0.04, -0.02, -0.03], [-0.31, -0.15, 0.19], [-0.33, -0.36, 0.05], [0.38, -0.04, -0.25], [-0.13, -0.18, -0.21], [0.22, 0.03, -0.25], [0.30, 0.29, 0.10], [-0.24, 0.34, 0.08], [0.01, -0.32, 0.30], [0.20, -0.50, -0.76], [0.30, 0.02, 0.33], [0.03, 0.51, -0.18], [-0.18, 0.39, -0.27], [-0.12, -0.12, 0.43], [0.20, -0.41, -0.01], [0.25, -0.31, -0.75], [0.11, 0.31, -0.03], [0.54, -0.23, 0.03], [0.00, -0.03, 0.01], [-0.12, 0.25, -0.08], [-0.22, 0.02, -0.11], [-0.07, 0.25, 0.79], [0.15, -0.25, -0.65], [0.03, -0.02, 0.01], [0.01, 0.01, 0.02], [0.00, 0.01, -0.01], [0.03, -0.07, 0.04], [0.05, -0.10, 0.03], [0.05, -0.03, -0.01], [0.04, 0.00, -0.03], [0.06, 0.01, -0.03], [-0.19, 0.03, 0.18], [-0.03, 0.28, 0.07], [-0.45, -0.30, -0.60], [0.45, 0.23, 0.44], [0.03, -0.02, -0.01], [-0.03, -0.05, 0.02], [-0.05, 0.02, -0.01], [0.04, -0.02, -0.05], [0.07, -0.02, -0.06], [0.04, -0.05, -0.01], [0.04, -0.03, 0.00], [0.00, 0.03, -0.02], [0.14, -0.23, 0.07], [0.21, -0.09, -0.10], [0.12, 0.44, 0.68], [-0.22, -0.27, -0.57], [-0.04, 0.01, 0.01], [-0.01, 0.00, 0.02], [0.00, -0.02, 0.00], [-0.03, 0.08, -0.01], [-0.06, 0.09, -0.03], [-0.07, 0.02, -0.02], [-0.05, -0.02, -0.01], [0.01, -0.01, 0.01], [0.10, 0.22, -0.08], [0.09, 0.17, 0.09], [0.44, -0.45, -0.49], [-0.51, 0.26, 0.40], [-0.03, -0.03, -0.01], [0.00, 0.00, -0.03], [0.00, 0.01, 0.00], [-0.02, -0.08, 0.01], [-0.05, -0.09, 0.03], [-0.03, -0.03, 0.00], [-0.02, -0.02, -0.02]]
}